Record 1
C38H62AlBBrO28S as an isolated structure, computed with the ωB97M-V functional and the def2-TZVPD basis.

Geometry as ORCA input:
```
! wB97M-V def2-TZVPD RIJCOSX def2/J DEFGRID3
* xyz -1 1
C 2.51 -4.91 0.04
C 1.89 -5.17 -1.36
B 1.46 -3.78 -2.00
O 0.09 -3.54 -2.10
Al 2.97 -2.28 -2.47
S 2.11 -0.15 -2.66
Br 3.92 -2.68 -4.64
H 3.60 -4.86 -0.01
H 2.24 -5.69 0.75
H 2.18 -3.96 0.46
H 1.05 -5.87 -1.27
H 2.65 -5.64 -2.00
H -0.29 -3.48 -1.21
H 4.17 -2.33 -1.38
H 1.70 -0.07 -1.38
C -1.86 -6.48 -2.18
C -1.95 -7.64 -3.13
C -3.11 -8.59 -2.89
O -2.60 -9.85 -3.33
C -1.24 -9.80 -3.21
O -0.54 -10.76 -3.31
O -0.83 -8.55 -2.98
H -1.15 -5.72 -2.51
H -2.84 -6.01 -2.10
H -1.55 -6.83 -1.20
H -1.94 -7.30 -4.17
H -4.01 -8.35 -3.46
H -3.35 -8.65 -1.83
C -1.83 1.31 2.03
C -0.88 0.23 1.61
C -0.43 0.29 0.16
O -0.17 -1.08 -0.14
C -0.92 -1.84 0.67
O -1.05 -3.02 0.55
O -1.49 -1.09 1.64
H -1.96 1.34 3.11
H -1.42 2.27 1.71
H -2.81 1.18 1.57
H -0.01 0.19 2.28
H 0.47 0.88 -0.02
H -1.23 0.66 -0.49
C 4.59 0.38 0.65
C 4.07 1.76 0.95
C 3.63 2.00 2.38
O 2.56 2.96 2.23
C 2.04 2.80 0.99
O 1.00 3.27 0.62
O 2.83 2.02 0.24
H 5.05 0.32 -0.33
H 5.33 0.09 1.40
H 3.77 -0.34 0.67
H 4.78 2.53 0.63
H 4.40 2.42 3.02
H 3.22 1.10 2.83
C 0.58 5.89 3.19
C -0.49 5.48 2.21
C -1.50 6.56 1.85
O -2.69 5.80 1.60
C -2.61 4.64 2.29
O -3.49 3.86 2.42
O -1.37 4.49 2.80
H 1.35 5.12 3.26
H 1.04 6.82 2.86
H 0.14 6.03 4.18
H -0.06 5.03 1.32
H -1.24 7.13 0.97
H -1.68 7.23 2.69
C -2.68 11.85 4.50
C -2.74 10.82 3.40
C -1.40 10.20 3.02
O -1.57 9.92 1.63
C -2.49 10.79 1.14
O -2.71 10.97 -0.02
O -3.12 11.43 2.15
H -3.67 12.12 4.85
H -2.11 11.46 5.35
H -2.19 12.75 4.14
H -3.47 10.05 3.62
H -1.18 9.28 3.55
H -0.58 10.91 3.14
C -4.34 -1.53 2.81
C -5.55 -1.81 3.67
C -6.71 -0.84 3.48
O -7.31 -0.81 4.78
C -6.35 -1.12 5.69
O -6.46 -0.99 6.87
O -5.26 -1.60 5.07
H -3.62 -2.35 2.84
H -4.65 -1.39 1.78
H -3.85 -0.63 3.16
H -5.89 -2.84 3.56
H -7.45 -1.17 2.76
H -6.36 0.16 3.23
C -3.53 -0.39 8.17
C -3.01 -0.66 9.56
C -4.02 -1.31 10.50
O -3.63 -0.79 11.78
C -3.00 0.39 11.58
O -2.73 1.17 12.44
O -2.73 0.56 10.27
H -2.72 -0.11 7.50
H -4.02 -1.28 7.78
H -4.26 0.41 8.20
H -2.08 -1.24 9.54
H -3.97 -2.39 10.52
H -5.04 -0.98 10.28
C 6.45 -1.96 -9.75
C 7.30 -1.96 -8.51
C 6.77 -2.78 -7.35
O 7.23 -2.05 -6.22
C 7.41 -0.77 -6.57
O 7.59 0.14 -5.82
O 7.35 -0.64 -7.92
H 6.97 -1.51 -10.60
H 6.18 -2.98 -10.02
H 5.54 -1.39 -9.57
H 8.34 -2.24 -8.74
H 7.14 -3.80 -7.31
H 5.68 -2.79 -7.33
C 1.43 -1.07 -9.10
C 1.91 -2.50 -9.12
C 2.96 -2.84 -8.08
O 3.74 -3.85 -8.75
C 3.61 -3.66 -10.08
O 4.29 -4.20 -10.90
O 2.62 -2.79 -10.35
H 0.55 -0.94 -9.73
H 1.17 -0.80 -8.07
H 2.22 -0.41 -9.45
H 1.07 -3.20 -9.07
H 2.57 -3.23 -7.14
H 3.60 -1.99 -7.86
*
```

Summary:
**HOMO level**: -0.166 hartree
**HOMO-LUMO gap**: 5.88 eV
**Energy above the lowest of the compared OMol25 structures with the same formula, charge and spin**: 0.0 kJ/mol
**Electronic energy**: -6831.76330 a.u.

These are the Löwdin partial charges, in e, on atoms 1 to 4: number 1, C, carries -0.135; number 2, C, carries -0.220; number 3, B, carries -0.556; number 4, O, carries -0.002

---

Record 2
A 8-piece molecular cluster, C38H63F9IN2O22 overall at a distorted geometry, computed with the ωB97M-V functional and the def2-TZVPD basis.

Geometry as ORCA input:
```
! wB97M-V def2-TZVPD RIJCOSX def2/J DEFGRID3
* xyz 1 1
C 0.01 -2.55 2.68
C -1.57 -2.73 2.43
C -2.39 -1.36 2.34
I -4.52 -1.81 2.54
C -2.20 -0.68 0.91
C -3.05 0.58 0.46
C -2.62 1.03 -0.95
C -3.40 2.35 -1.48
C -2.82 3.58 -0.58
C -3.81 3.96 0.64
F -3.32 5.19 1.23
N -1.69 0.52 -1.86
N -0.99 -0.53 -1.46
C 0.06 -1.12 -2.38
C -0.59 -1.34 -3.83
O -0.66 -0.15 -4.63
C 0.54 -0.01 -5.43
C 0.64 1.58 -5.75
F -0.60 2.08 -6.21
F 1.55 1.67 -6.85
C 1.25 2.43 -4.53
F 2.65 2.53 -4.77
F 1.12 1.80 -3.26
C 0.56 3.89 -4.36
F 0.64 4.64 -5.54
F -0.79 3.73 -3.89
C 1.34 4.60 -3.12
F 1.50 5.99 -3.38
F 0.52 4.52 -1.94
C -1.20 -1.09 -0.18
H 0.62 -2.77 1.72
H 0.42 -3.29 3.46
H 0.23 -1.49 3.04
H -1.77 -3.34 1.49
H -1.97 -3.31 3.33
H -2.10 -0.62 3.17
H -3.85 1.05 1.11
H -3.15 2.60 -2.56
H -4.54 2.24 -1.36
H -1.86 3.20 -0.07
H -2.51 4.48 -1.20
H -4.87 4.11 0.23
H -3.74 3.17 1.46
H 1.03 -0.54 -2.36
H 0.29 -2.15 -1.91
H -1.67 -1.70 -3.66
H -0.02 -2.20 -4.33
H 0.46 -0.55 -6.45
H 1.47 -0.42 -4.92
H 2.33 4.11 -2.88
H -0.52 -1.97 0.09
C 8.69 3.95 -7.52
O 7.60 4.87 -7.42
C 6.67 4.53 -6.51
O 6.69 3.55 -5.80
O 5.71 5.47 -6.52
C 4.65 5.24 -5.60
H 9.37 4.33 -8.28
H 9.22 3.89 -6.57
H 8.33 2.97 -7.82
H 5.03 5.23 -4.57
H 4.14 4.30 -5.83
H 3.94 6.05 -5.69
C -9.09 1.44 -0.89
O -8.11 1.85 0.05
C -8.60 2.15 1.27
O -9.76 2.11 1.59
O -7.57 2.52 2.06
C -7.95 2.87 3.39
H -8.58 1.23 -1.83
H -9.60 0.54 -0.56
H -9.81 2.25 -1.07
H -8.41 2.02 3.89
H -8.63 3.73 3.38
H -7.05 3.14 3.93
C -5.16 3.13 -6.41
O -6.48 3.55 -6.08
C -6.68 3.75 -4.77
O -5.85 3.62 -3.90
O -7.95 4.14 -4.60
C -8.31 4.40 -3.24
H -5.11 2.99 -7.50
H -4.43 3.89 -6.13
H -4.92 2.18 -5.94
H -7.70 5.21 -2.83
H -8.20 3.49 -2.63
H -9.35 4.70 -3.22
C -0.86 0.75 -9.15
O -0.77 -0.67 -9.16
C -1.15 -1.24 -10.31
O -1.54 -0.67 -11.29
O -1.02 -2.57 -10.18
C -1.39 -3.32 -11.34
H -0.54 1.10 -8.17
H -0.21 1.18 -9.91
H -1.90 1.07 -9.31
H -0.75 -3.05 -12.19
H -2.44 -3.16 -11.58
H -1.24 -4.37 -11.12
C 3.69 -7.31 4.74
O 2.62 -6.37 4.82
C 1.69 -6.68 5.74
O 1.69 -7.64 6.46
O 0.74 -5.72 5.70
C -0.32 -5.91 6.63
H 4.38 -6.96 3.97
H 4.23 -7.36 5.69
H 3.33 -8.30 4.46
H 0.05 -5.91 7.66
H -0.85 -6.85 6.42
H -1.02 -5.09 6.52
C 7.90 -3.05 8.75
O 6.74 -3.82 8.44
C 6.09 -3.43 7.33
O 6.41 -2.51 6.62
O 5.03 -4.24 7.16
C 4.24 -3.93 6.02
H 8.34 -3.46 9.66
H 8.64 -3.12 7.94
H 7.63 -2.01 8.93
H 4.83 -4.04 5.10
H 3.83 -2.92 6.09
H 3.42 -4.64 5.98
C 5.61 -3.47 11.41
O 6.59 -3.04 12.35
C 6.10 -2.75 13.57
O 4.95 -2.81 13.90
O 7.13 -2.37 14.35
C 6.75 -2.02 15.68
H 6.11 -3.68 10.47
H 5.11 -4.38 11.75
H 4.87 -2.68 11.24
H 6.31 -2.88 16.19
H 6.07 -1.17 15.68
H 7.66 -1.73 16.22
*
```

Summary:
**HOMO level**: -0.436 hartree
**HOMO-LUMO gap**: 7.04 eV
**Electronic energy**: -4446.59809 a.u.

These are the Löwdin partial charges, in e, on atoms 1 to 4: number 1, C, carries -0.104; number 2, C, carries -0.318; number 3, C, carries -0.674; number 4, I, carries 0.862